(1)
{"formula": "C4H7N3O2", "method": "ωB97M-V/def2-TZVPD", "gap_ha": 0.3143, "e_lumo_ev": -0.39, "fmax_ha_per_bohr": 0.0872, "e_tot_ha": -471.147248, "e_homo_ha": -0.329, "elements": ["C", "C", "C", "C", "N", "N", "N", "O", "O", "H", "H", "H", "H", "H", "H", "H"], "positions_angstrom": [[2.944, 0.864, 0.696], [-0.448, -0.983, -0.515], [-1.454, -0.302, 0.082], [-2.179, 0.931, -0.414], [1.900, 1.560, 0.567], [0.955, 2.152, 0.482], [-0.007, -2.285, -0.202], [0.713, -2.816, -0.993], [-0.466, -2.803, 0.822], [3.165, 0.431, 1.602], [3.799, 0.847, -0.022], [-0.014, -0.479, -1.401], [-1.771, -0.821, 0.981], [-2.606, 0.933, -1.517], [-1.495, 1.690, -0.410], [-3.037, 1.081, 0.244]]}

***

(2)
{"formula": "C18H25N3O2", "method": "ωB97M-V/def2-TZVPD", "gap_ha": 0.2510, "e_lumo_ev": -1.95, "fmax_ha_per_bohr": 0.2315, "e_tot_ha": -1015.292283, "smiles": "CCCC[C@H](C#N)[C@@H](C#N)CCCCN.O=C1C=CC(=O)C=C1", "e_homo_ha": -0.323, "elements": ["C", "C", "C", "C", "C", "C", "N", "C", "C", "N", "C", "C", "C", "C", "N", "H", "H", "H", "H", "H", "H", "H", "H", "H", "H", "H", "H", "H", "H", "H", "H", "H", "H", "H", "H", "H", "O", "C", "C", "C", "C", "O", "C", "C", "H", "H", "H", "H"], "positions_angstrom": [[6.502, -2.429, -0.459], [4.863, -2.247, -0.717], [4.374, -0.734, -0.279], [3.049, -0.187, -1.075], [1.620, -0.751, -0.411], [1.383, -2.235, -1.142], [0.945, -3.225, -1.866], [0.429, 0.306, -0.758], [0.044, 0.223, -2.385], [-0.349, -0.024, -3.593], [-0.895, 0.271, 0.179], [-1.267, -1.113, 0.930], [-2.695, -1.768, 0.367], [-2.469, -3.126, -0.527], [-3.102, -3.039, -1.925], [7.077, -1.463, -0.799], [6.705, -2.659, 0.680], [6.955, -3.332, -1.063], [4.683, -2.497, -1.854], [4.350, -3.070, -0.028], [5.299, -0.019, -0.482], [4.127, -0.713, 0.871], [3.080, -0.643, -2.169], [3.067, 0.985, -1.174], [1.822, -0.856, 0.737], [0.908, 1.394, -0.632], [-0.855, 1.161, 0.970], [-1.819, 0.549, -0.523], [-0.473, -1.966, 0.926], [-1.484, -0.855, 2.074], [-3.357, -0.986, -0.199], [-3.313, -2.102, 1.328], [-3.033, -4.019, 0.020], [-1.334, -3.409, -0.549], [-3.341, -2.033, -2.152], [-2.413, -3.402, -2.635], [-2.918, 6.207, 3.365], [-3.073, 5.268, 2.596], [-2.537, 5.307, 1.221], [-2.709, 4.282, 0.380], [-3.441, 3.067, 0.790], [-3.596, 2.129, 0.021], [-3.978, 3.029, 2.165], [-3.806, 4.054, 3.006], [-2.001, 6.204, 0.935], [-2.322, 4.294, -0.632], [-4.513, 2.131, 2.450], [-4.192, 4.041, 4.017]]}

***

(3)
{"formula": "C31H53NO2Si2Zn", "method": "ωB97M-V/def2-TZVPD", "gap_ha": 0.2723, "e_lumo_ev": -0.06, "fmax_ha_per_bohr": 0.0600, "e_tot_ha": -3776.498138, "e_homo_ha": -0.274, "elements": ["O", "O", "C", "C", "H", "H", "H", "H", "H", "C", "C", "H", "H", "H", "H", "H", "C", "C", "C", "H", "H", "H", "H", "H", "C", "H", "H", "H", "H", "H", "H", "Zn", "C", "Si", "H", "H", "C", "C", "C", "C", "Si", "H", "H", "C", "C", "C", "H", "H", "H", "H", "H", "H", "H", "H", "H", "H", "H", "H", "H", "H", "H", "H", "H", "H", "C", "C", "C", "C", "C", "C", "C", "C", "C", "C", "C", "C", "C", "C", "C", "N", "H", "H", "H", "H", "H", "H", "H", "H", "H", "H"], "positions_angstrom": [[-0.988, -2.510, -2.004], [-5.093, -4.354, 0.297], [-1.708, -2.560, -3.327], [-0.763, -2.963, -4.427], [-2.171, -1.574, -3.502], [-2.522, -3.309, -3.175], [0.131, -2.317, -4.550], [-1.314, -2.932, -5.380], [-0.438, -3.999, -4.265], [-1.134, -3.755, -1.125], [-2.023, -4.856, -1.689], [-1.483, -3.441, -0.129], [-0.087, -4.098, -1.014], [-3.076, -4.577, -1.552], [-1.794, -5.729, -1.057], [-1.754, -5.094, -2.721], [-4.531, -3.949, 1.543], [-5.976, -3.381, -0.248], [-3.821, -5.154, 2.165], [-5.317, -3.596, 2.235], [-3.808, -3.116, 1.413], [-4.452, -6.055, 2.150], [-3.535, -4.994, 3.204], [-2.914, -5.384, 1.600], [-7.088, -4.072, -1.046], [-5.425, -2.713, -0.935], [-6.430, -2.745, 0.529], [-6.686, -4.691, -1.850], [-7.761, -3.334, -1.484], [-7.699, -4.736, -0.405], [-1.434, -1.340, -1.381], [-0.026, -0.476, -0.216], [-1.982, -0.218, -1.224], [-3.029, 1.147, -0.276], [-1.997, 0.118, -2.282], [-2.883, -0.876, -1.012], [-4.472, 1.568, -1.391], [-2.121, 2.743, 0.025], [-3.668, 0.601, 1.352], [1.406, -1.583, -1.007], [2.258, -2.583, 0.354], [2.046, -0.741, -1.368], [1.289, -2.259, -1.890], [2.985, -4.129, -0.505], [1.154, -3.190, 1.736], [3.666, -1.618, 1.169], [-4.052, -0.430, 1.401], [-4.499, 1.285, 1.568], [-2.927, 0.729, 2.145], [-4.168, 1.694, -2.436], [-4.926, 2.517, -1.068], [-5.257, 0.800, -1.374], [-1.616, 3.061, -0.899], [-1.378, 2.721, 0.850], [-2.922, 3.469, 0.278], [1.303, -4.261, 1.944], [0.095, -3.044, 1.505], [1.365, -2.644, 2.665], [4.087, -2.225, 1.991], [3.321, -0.653, 1.584], [4.461, -1.423, 0.429], [3.796, -4.530, 0.131], [3.397, -3.832, -1.489], [2.205, -4.900, -0.648], [-0.455, -0.355, 4.141], [0.606, 0.502, 4.496], [1.293, 1.201, 3.499], [0.875, 1.054, 2.147], [-0.082, 0.094, 1.795], [-0.777, -0.568, 2.784], [1.477, 1.821, 1.032], [2.482, 2.793, 1.235], [2.861, 3.596, 0.174], [2.252, 3.410, -1.087], [2.470, 4.306, -2.148], [1.804, 4.150, -3.353], [0.948, 3.052, -3.551], [0.768, 2.103, -2.564], [1.350, 2.304, -1.285], [1.024, 1.532, -0.207], [-0.994, -0.895, 4.911], [0.908, 0.609, 5.527], [2.172, 1.808, 3.736], [-1.570, -1.280, 2.519], [2.930, 2.876, 2.219], [3.586, 4.396, 0.311], [3.155, 5.130, -1.985], [1.937, 4.873, -4.147], [0.424, 2.919, -4.498], [0.175, 1.194, -2.723]]}

***

(4)
{"formula": "C5H10N2", "method": "ωB97M-V/def2-TZVPD", "gap_ha": 0.3781, "e_lumo_ev": 1.13, "fmax_ha_per_bohr": 0.0109, "e_tot_ha": -305.933358, "smiles": "C[C@H]1N[C@H]1[C@H]1CN1", "e_homo_ha": -0.337, "elements": ["C", "C", "N", "C", "C", "C", "N", "H", "H", "H", "H", "H", "H", "H", "H", "H", "H"], "positions_angstrom": [[-2.135, -0.024, -0.002], [-1.060, -0.348, -1.002], [-0.046, 0.653, -1.279], [0.360, -0.684, -0.730], [1.212, -0.682, 0.517], [2.015, 0.553, 0.703], [0.962, 0.198, 1.649], [-2.462, 1.007, -0.199], [-1.803, -0.107, 1.036], [-2.989, -0.691, -0.135], [-1.426, -0.761, -1.942], [-0.054, 1.303, -0.483], [0.779, -1.379, -1.459], [1.672, -1.636, 0.779], [3.027, 0.533, 1.088], [1.835, 1.331, -0.035], [0.114, 0.734, 1.494]]}